No. 1
Computed, not measured: a structure of composition C10H22INSi, with ωB97M-V/def2-TZVPD.

Each line ends with the natural charge from an NBO analysis.
Cartesian coordinates (Å):
C1 -0.68744 -1.14285 1.78260  -0.148
C2 -0.02575 -0.43934 0.86134  -0.195
C3 -3.65562 -3.88468 -0.16550  -0.622
C4 3.13772 3.54506 -3.33064  -0.612
C5 -1.13635 -2.51855 1.52162  -0.441
C6 0.47481 0.99361 1.24933  -0.592
C7 -3.20110 -3.98524 1.28281  -0.399
C8 -2.65529 -2.62200 1.83008  -0.375
C9 1.63660 1.50314 0.58995  0.019
C10 3.23675 4.59655 -2.17861  -0.828
N1 0.69457 3.27112 -1.06876  -1.339
Si1 1.45917 4.76216 -1.34064  1.328
I1 -1.27047 3.10007 -0.81917  0.420
H1 -0.81589 -0.86482 2.85536  0.198
H2 0.29632 -0.96037 0.03206  0.208
H3 -3.97896 -4.87855 -0.63611  0.216
H4 -2.90028 -3.76007 -0.80171  0.199
H5 -4.31068 -2.98095 -0.42606  0.207
H6 3.77508 3.76463 -4.17408  0.201
H7 3.63507 2.68744 -2.86442  0.195
H8 2.04753 3.32707 -3.59822  0.206
H9 -0.65919 -3.28736 2.05388  0.212
H10 -1.02831 -2.70636 0.47479  0.196
H11 0.22960 1.34736 2.24316  0.261
H12 -0.44747 1.70201 0.90206  0.296
H13 -2.55186 -4.90496 1.41399  0.208
H14 -4.12112 -4.23731 2.03484  0.195
H15 -2.78890 -2.64380 2.98630  0.195
H16 -3.22262 -1.86156 1.40587  0.204
H17 1.98959 0.96112 -0.21532  0.195
H18 2.25940 2.11807 1.01020  0.180
H19 3.26555 5.68362 -2.50768  0.215
H20 4.11444 4.18870 -1.68582  0.223
H21 1.93711 5.62314 -0.21613  -0.219
H22 0.67922 5.41807 -2.37290  -0.206

Summary:
Kohn-Sham gap (spin up / spin down) (eV): 6.970 / 6.930
Energy relative to the best compared isomer or geometry (same formula, charge and spin) (kJ/mol): 612.2
LUMO level (spin up / spin down) (eV): -1.0 / -1.1

No. 2
Computed, not measured: the molecule C2H2N2OS2, with ωB97M-V/def2-TZVPD.

Each line ends with the Löwdin spin population.
Cartesian coordinates (Å):
C1 -0.20331 0.39345 -1.11950  0.010
C2 1.00812 -0.41192 -1.01049  0.046
N1 0.18254 -0.80842 1.51202  0.570
N2 -1.24207 0.49560 -0.41770  0.345
O1 1.80265 -0.63896 -1.88606  0.092
S1 -2.66315 1.14889 -0.19673  0.614
S2 1.32854 -1.21929 0.55742  0.295
H1 0.06834 0.92998 -2.02202  0.021
H2 0.48298 -1.20201 2.48321  0.008

Summary:
Kohn-Sham gap (spin up / spin down) (eV): 7.736 / 7.719
2S+1: 3
Energy relative to the best compared isomer or geometry (same formula, charge and spin) (kJ/mol): 29.1
LUMO level (spin up / spin down) (eV): -0.9 / -1.6

No. 3
Computed, not measured: the molecule C6H13NO2, with ωB97M-V/def2-TZVPD.

Each line ends with the natural charge from an NBO analysis.
Cartesian coordinates (Å):
C1 -2.65296 0.67190 -0.89589  -0.698
C2 -2.80700 0.00300 0.39946  0.074
N1 -1.96837 -0.87285 0.90185  -0.129
O1 -0.96010 -0.83211 -0.12661  -0.433
C3 0.06934 -1.67730 0.20557  0.221
O2 1.05705 -1.28757 -0.76403  -0.547
C4 2.29151 -0.73777 -0.03440  -0.084
C5 1.90647 0.75914 -0.34979  -0.400
C6 1.21961 1.34856 0.76980  -0.618
H1 -3.48976 1.37007 -1.16422  0.224
H2 -1.59094 1.08856 -1.16610  0.257
H3 -2.89628 -0.11499 -1.54991  0.245
H4 -3.78311 -0.01402 0.82438  0.189
H5 -0.08621 -2.72093 0.00016  0.143
H6 0.50833 -1.83478 1.17201  0.162
H7 2.52572 -0.86274 1.05793  0.185
H8 3.06077 -1.11309 -0.62857  0.188
H9 2.89495 1.45849 -0.53730  0.168
H10 1.45177 0.67817 -1.31448  0.230
H11 1.23080 2.54052 0.65545  0.205
H12 0.23710 0.94624 0.85302  0.215
H13 1.78131 1.20350 1.69164  0.202

Summary:
Kohn-Sham gap (eV): 10.455
SMILES: C/C=N\OCOCCC
Energy relative to the best compared isomer or geometry (same formula, charge and spin) (kJ/mol): 567.7
LUMO level (eV): 1.1

No. 4
Computed, not measured: a structure of composition C39H35ClFeN4O6PS, with ωB97M-V/def2-TZVPD.

Each line ends with the Löwdin spin population.
Cartesian coordinates (Å):
Fe1 -0.39356 -0.66730 -0.78542  3.710
O1 0.96255 1.07198 2.03207  0.002
Cl1 0.59271 -0.28277 1.65198  0.008
O2 0.60229 -1.16016 2.81110  0.006
O3 -0.89356 -0.22965 1.18659  0.058
O4 0.39910 1.03443 -1.30806  0.062
N1 -4.24005 0.90419 0.01920  0.001
C1 -4.32832 2.29838 0.23192  0.000
C2 -5.03584 2.78405 1.31725  0.000
C3 -5.14215 4.15426 1.52467  0.000
C4 -4.53090 5.03542 0.65001  0.000
C5 -3.80279 4.54347 -0.42625  0.000
C6 -3.70196 3.18072 -0.64080  0.000
S1 -2.77388 2.58643 -2.02411  0.002
N2 -2.65787 0.92282 -1.74724  0.011
C7 -3.39344 0.33503 -0.88698  0.002
C8 -3.40206 -1.15131 -0.99255  0.002
C9 -4.57388 -1.87366 -0.84371  0.000
C10 -4.57650 -3.22169 -1.17400  0.001
C11 -3.41580 -3.78988 -1.66270  0.001
C12 -2.28067 -3.00047 -1.74516  0.004
N3 -2.25476 -1.71682 -1.39391  0.025
H1 -4.63053 0.31119 0.73147  0.000
H2 -5.51320 2.09030 1.99905  0.000
H3 -5.70504 4.52386 2.37059  0.000
H4 -4.60941 6.10258 0.80294  0.000
H5 -3.30331 5.22798 -1.10121  0.000
H6 -5.48701 -1.38474 -0.53481  0.000
H7 -5.48200 -3.80476 -1.07554  0.000
H8 -3.36998 -4.82746 -1.95928  0.000
H9 -1.34411 -3.41593 -2.09031  0.000
C13 0.96113 3.25234 -2.75685  0.002
P1 1.03960 2.40678 -1.16985  0.013
C14 0.23788 3.46634 0.02985  0.001
C15 0.68221 4.78524 0.14140  0.000
C16 0.07170 5.64904 1.03475  0.000
C17 -0.98205 5.19777 1.82008  0.000
C18 -1.42486 3.88914 1.70881  0.000
C19 -0.82007 3.02134 0.81269  0.000
C20 2.78321 2.37101 -0.73069  0.001
C21 3.19554 2.62618 0.57483  0.000
C22 4.54841 2.70794 0.87084  0.000
C23 5.49189 2.54468 -0.13333  0.000
C24 5.08635 2.27941 -1.43563  0.000
C25 3.73718 2.18734 -1.73284  0.000
H10 1.24115 2.56455 -3.55427  0.000
H11 1.64261 4.10160 -2.76038  0.000
H12 -0.05608 3.59783 -2.92595  0.000
H13 1.51518 5.13981 -0.45500  0.000
H14 0.42228 6.66855 1.12376  0.000
H15 -1.45801 5.87066 2.52127  0.000
H16 -2.24725 3.53954 2.31996  0.000
H17 -1.15376 1.99587 0.74536  0.000
H18 2.46027 2.74905 1.35865  0.000
H19 4.86375 2.90847 1.88601  0.000
H20 6.54590 2.62695 0.09588  0.000
H21 5.82251 2.15184 -2.21849  0.000
H22 3.43041 1.98288 -2.75145  0.000
C26 2.77839 -3.85600 2.65906  0.000
O5 2.66026 -4.03065 1.24453  0.000
C27 3.12313 -3.05769 0.44164  0.000
C28 3.72811 -1.88313 0.88506  0.000
C29 4.23734 -0.97559 -0.02923  0.000
C30 4.16999 -1.22360 -1.39371  0.000
C31 3.54583 -2.37154 -1.84285  0.000
C32 3.00163 -3.26795 -0.93784  0.000
N4 2.41996 -4.46021 -1.45887  0.003
C33 1.35594 -5.14869 -1.09806  0.003
C34 0.29676 -4.84657 -0.22353  0.004
C35 -0.39173 -5.97678 0.29910  0.001
C36 -1.34884 -5.84312 1.25993  0.002
C37 -1.66159 -4.54610 1.71734  0.000
C38 -1.07396 -3.42801 1.19127  0.003
C39 -0.10409 -3.52857 0.16215  0.007
O6 0.34822 -2.49476 -0.46101  0.062
H23 2.30438 -4.72936 3.09753  0.000
H24 2.26089 -2.95339 2.98083  0.000
H25 3.83021 -3.82351 2.94919  0.000
H26 3.79465 -1.67847 1.94337  0.000
H27 4.70167 -0.06673 0.33133  0.000
H28 4.59885 -0.52935 -2.09954  0.000
H29 3.46367 -2.57593 -2.90375  0.000
H30 2.97995 -4.89454 -2.18001  0.000
H31 1.33179 -6.13514 -1.55124  0.000
H32 -0.10705 -6.96147 -0.05330  0.000
H33 -1.84588 -6.70820 1.67354  0.000
H34 -2.40271 -4.42571 2.49816  0.000
H35 -1.34691 -2.44188 1.54272  0.000

Summary:
Kohn-Sham gap (spin up / spin down) (eV): 6.587 / 6.564
Total charge: +1
2S+1: 5
Energy relative to the best compared isomer or geometry (same formula, charge and spin) (kJ/mol): 0.0
LUMO level (spin up / spin down) (eV): -3.1 / -3.1

No. 5
Computed, not measured: a cluster of 2 separate species, C3H7F5NO3P2S in total, with ωB97M-V/def2-TZVPD.

Each line ends with the natural charge from an NBO analysis.
Cartesian coordinates (Å):
N1 1.58951 -0.30799 0.76869  -1.266
P1 1.73305 0.72486 -0.36851  1.083
P2 -0.20625 1.31891 -1.29979  -0.078
S1 -1.51878 1.83534 0.33273  1.852
O1 -1.36285 1.00212 1.47957  -0.890
O2 -1.50916 3.25304 0.57547  -0.928
C1 -3.21779 1.48428 -0.39850  0.377
F1 -3.14808 1.61386 -1.73489  -0.309
F2 -4.07518 2.37855 0.09691  -0.293
C2 -3.68862 0.03720 -0.10012  0.916
F3 -4.67305 -0.30083 -0.95428  -0.315
F4 -2.68156 -0.80574 -0.30255  -0.291
F5 -4.14498 -0.06549 1.14355  -0.295
H1 2.08252 -1.15067 0.42540  0.449
H2 2.46602 0.25384 -1.47982  -0.005
H3 2.35245 1.91341 0.07492  -0.076
H4 -0.06862 2.59961 -1.88106  0.011
C3 4.00339 -3.14179 0.70822  -0.186
O3 3.44852 -2.35375 -0.23374  -0.985
H5 3.76211 -2.88049 1.77557  0.081
H6 3.72804 -4.23263 0.65712  0.075
H7 5.12931 -3.17565 0.71512  0.074

Summary:
Kohn-Sham gap (eV): 5.377
Total charge: -1
LUMO level (eV): 2.6

No. 6
Computed, not measured: the molecule C7H8FN, with ωB97M-V/def2-TZVPD.

Each line ends with the natural charge from an NBO analysis.
Cartesian coordinates (Å):
C1 -2.28052 0.83463 -0.10247  -0.424
N1 -1.74686 -0.51493 -0.35690  -0.029
F1 -2.35288 -1.33430 0.70724  -0.303
C2 -0.35465 -0.49957 -0.16822  0.087
C3 0.19771 -0.18906 1.07388  -0.219
C4 1.55348 0.04733 1.21069  -0.194
C5 2.32956 0.01199 0.05036  -0.217
C6 1.80795 -0.31739 -1.13293  -0.218
C7 0.45048 -0.56229 -1.29347  -0.209
H1 -3.34708 0.77861 -0.06204  0.219
H2 -2.00826 1.21664 0.95112  0.174
H3 -1.80437 1.41164 -0.81897  0.215
H4 -0.45177 0.05104 1.82477  0.215
H5 1.95189 0.43153 2.24164  0.225
H6 3.44798 0.30899 0.12034  0.219
H7 2.52745 -0.63185 -1.99101  0.222
H8 0.07989 -1.04302 -2.25401  0.236

Summary:
Kohn-Sham gap (eV): 10.315
SMILES: CN(F)c1ccccc1
Energy relative to the best compared isomer or geometry (same formula, charge and spin) (kJ/mol): 95.1
LUMO level (eV): 1.0

No. 7
Computed, not measured: a structure of composition C44H43N5P2SSc, with ωB97M-V/def2-TZVPD.

Each line ends with the Löwdin charge.
Cartesian coordinates (Å):
Sc1 0.16363 0.38302 0.51551  1.101
C1 -1.15202 0.39532 -3.39900  -0.262
C2 -2.03903 0.49635 -2.14400  -0.332
P1 -1.98649 -1.20887 -1.44729  1.035
C3 -3.30858 -2.07246 -2.31464  -0.372
C4 -4.65113 -1.73651 -2.12996  -0.081
C5 -5.63147 -2.40536 -2.83848  -0.050
C6 -5.27735 -3.40961 -3.73385  -0.039
C7 -3.94707 -3.75183 -3.91491  -0.045
C8 -2.95798 -3.08554 -3.20464  -0.077
C9 -2.37592 -1.50295 0.32887  -0.300
C10 -2.29509 -2.88638 0.59987  -0.087
C11 -2.47788 -3.40114 1.86460  -0.027
C12 -2.70982 -2.54785 2.94213  -0.038
C13 -2.77354 -1.18833 2.71883  -0.014
C14 -2.60940 -0.67458 1.42658  -0.290
C15 0.35938 0.26071 -3.10591  -0.329
P2 0.88192 -0.94482 -1.79993  0.934
C16 0.64293 -2.63583 -2.40109  -0.415
C17 0.76925 -2.90196 -3.76170  -0.077
C18 0.65626 -4.20816 -4.22108  -0.048
C19 0.43451 -5.24367 -3.32661  -0.045
C20 0.33035 -4.97941 -1.96587  -0.052
C21 0.43284 -3.67848 -1.50254  -0.128
C22 2.71948 -0.89776 -1.87296  -0.397
C23 3.40801 -1.66277 -0.92765  -0.123
C24 4.78498 -1.78582 -0.98262  -0.050
C25 5.50293 -1.14352 -1.98422  -0.045
C26 4.83482 -0.39163 -2.93844  -0.052
C27 3.44912 -0.27578 -2.89108  -0.097
H1 -1.30251 1.28438 -4.01317  0.127
H2 -1.46949 -0.45244 -4.01523  0.112
H3 -3.04751 0.84437 -2.37533  0.103
H4 -1.58838 1.25061 -1.49050  0.024
H5 -4.93319 -0.96274 -1.42463  0.109
H6 -6.67243 -2.15171 -2.69561  0.118
H7 -6.04724 -3.92769 -4.28906  0.122
H8 -3.67908 -4.53977 -4.60487  0.118
H9 -1.91990 -3.36020 -3.33601  0.082
H10 -2.12619 -3.56904 -0.22465  0.105
H11 -2.45117 -4.47166 2.01564  0.128
H12 -2.85344 -2.94600 3.93711  0.126
H13 -2.97826 -0.50419 3.53254  0.130
H14 -3.70604 1.08925 1.60842  0.149
H15 0.79196 1.22751 -2.82008  0.090
H16 0.86209 -0.02334 -4.03227  0.080
H17 0.96277 -2.11271 -4.47595  0.110
H18 0.75153 -4.41486 -5.27811  0.123
H19 0.35293 -6.25971 -3.68634  0.122
H20 0.17674 -5.79131 -1.26798  0.119
H21 0.34764 -3.48109 -0.43902  0.096
H22 2.86324 -2.19395 -0.15195  0.108
H23 5.30158 -2.39695 -0.25476  0.121
H24 6.57813 -1.24784 -2.03083  0.122
H25 5.38489 0.08859 -3.73574  0.121
H26 2.96254 0.29770 -3.66551  0.102
C28 -1.25802 3.66049 -0.14860  -0.043
N1 -2.15340 2.77514 0.57694  -0.204
C29 -3.43205 3.36008 0.98848  0.000
C30 -1.89705 1.48613 0.70302  -0.274
N2 -2.82945 0.72001 1.25970  0.083
H27 -0.92142 4.47887 0.48867  0.103
H28 -1.76967 4.07463 -1.01870  0.114
H29 -0.38004 3.11198 -0.49893  0.069
H30 -3.39623 4.43446 0.83378  0.107
H31 -3.61584 3.17703 2.04906  0.103
H32 -4.25795 2.95699 0.39751  0.112
N3 3.84362 1.46804 -0.06845  0.168
C31 3.42909 0.90009 1.06661  -0.651
N4 2.25038 0.30436 1.21272  -0.063
C32 2.11056 -0.17389 2.52022  -0.358
C33 0.99469 -0.85105 2.98853  -0.060
C34 0.93044 -1.23073 4.31999  -0.033
C35 1.99657 -0.94569 5.17104  -0.032
C36 3.12545 -0.27897 4.71315  -0.031
C37 3.16672 0.10762 3.38265  -0.435
S1 4.41766 0.94661 2.49567  1.176
H33 3.47529 1.10463 -0.94211  0.081
H34 4.78015 1.83919 -0.11784  0.128
H35 0.16391 -1.15462 2.33445  0.079
H36 0.06951 -1.76784 4.69075  0.118
H37 1.95202 -1.26184 6.20331  0.127
H38 3.95045 -0.07706 5.38184  0.131
N5 0.44239 2.15903 1.85629  0.145
C38 0.64716 2.97476 2.64744  -0.036
C39 0.90457 3.97780 3.61070  -0.211
C40 -0.16716 4.61181 4.24910  -0.008
C41 0.10304 5.58651 5.18972  -0.031
C42 1.42077 5.92010 5.48349  -0.012
C43 2.48190 5.28729 4.84467  -0.029
C44 2.23359 4.30792 3.90243  -0.006
H39 -1.18643 4.34128 4.01187  0.119
H40 -0.70822 6.08961 5.69583  0.125
H41 1.62405 6.68578 6.21943  0.129
H42 3.49902 5.56307 5.08254  0.125
H43 3.04616 3.81155 3.39030  0.109

Summary:
Kohn-Sham gap (eV): 6.090
Total charge: +3
Energy relative to the best compared isomer or geometry (same formula, charge and spin) (kJ/mol): 288.2
LUMO level (eV): -9.1

No. 8
Computed, not measured: a structure of composition C19H20ClCsN2O7, with ωB97M-V/def2-TZVPD.

Each line ends with the Löwdin charge.
Cartesian coordinates (Å):
Cs1 -0.19719 0.22303 1.22914  1.359
O1 -1.35426 2.53793 -2.03357  -0.097
C1 -1.19015 3.84430 -1.54892  -0.271
C2 -2.09256 4.11322 -0.36276  -0.198
N1 -1.63591 3.40832 0.82528  -0.175
C3 -2.69989 2.70290 1.50319  -0.142
C4 -3.21190 1.38727 0.84366  -0.731
O2 -4.20571 0.86931 1.36509  -0.036
O3 -2.52419 0.90816 -0.11208  -0.283
C5 -0.84465 4.29291 1.67324  -0.129
C6 0.00412 3.64372 2.81099  -0.733
O4 0.27557 4.36735 3.78011  -0.062
O5 0.32081 2.45162 2.59013  -0.304
H1 -1.61599 1.95841 -1.27943  0.031
H2 -0.14231 4.02483 -1.26505  0.111
H3 -1.43588 4.53892 -2.36447  0.104
H4 -2.17600 5.19770 -0.16765  0.112
H5 -3.09976 3.77184 -0.62480  0.127
H6 -2.36525 2.45047 2.51135  0.120
H7 -3.59795 3.33698 1.63671  0.120
H8 -0.12336 4.79784 1.02063  0.113
H9 -1.47156 5.09150 2.11357  0.112
Cl1 5.83242 -4.34982 4.21546  0.550
C7 4.35376 -3.74074 3.48405  -0.700
C8 3.12337 -4.29510 3.86828  -0.147
C9 1.95400 -3.85340 3.32452  -0.026
C10 1.89234 -2.79386 2.33308  -0.419
O6 0.80580 -2.40018 1.86412  -0.191
C11 3.19342 -2.25770 1.95951  -0.127
C12 3.41732 -1.22545 0.95483  -0.254
O7 2.59882 -0.65265 0.26251  -0.077
C13 4.37221 -2.74417 2.54875  -0.109
H10 3.10200 -5.08471 4.61218  0.090
H11 1.01223 -4.28764 3.63649  0.100
H12 4.49390 -0.96431 0.83207  0.109
H13 5.31920 -2.30911 2.24396  0.098
C14 -1.19642 -3.25502 -5.15072  -0.065
C15 -0.83758 -2.36975 -3.99250  -0.293
C16 0.46071 -2.28427 -3.51349  -0.045
C17 0.74039 -1.44874 -2.44055  -0.133
N2 -0.16721 -0.69861 -1.82878  0.045
C18 -1.42217 -0.78723 -2.27818  -0.120
C19 -1.79247 -1.59779 -3.34219  -0.027
H14 -0.34141 -3.85057 -5.47190  0.066
H15 -1.53974 -2.66992 -6.00643  0.075
H16 -2.00399 -3.93945 -4.88444  0.075
H17 1.26105 -2.86572 -3.95727  0.098
H18 1.74603 -1.37912 -2.03921  0.095
H19 -2.15871 -0.20183 -1.74181  0.077
H20 -2.83531 -1.61165 -3.63674  0.108

Summary:
Kohn-Sham gap (eV): 6.495
Total charge: -2
Energy relative to the best compared isomer or geometry (same formula, charge and spin) (kJ/mol): 39.2
LUMO level (eV): 4.0

DFT total energy for every record listed, in sequence, given in a.u.: -1035.9064; -1058.4021; -441.4638; -4640.7865; -1979.1116; -426.0449; -3817.0804; -1852.6809.